An isolated molecule of C21H24FN3O5S at a distorted geometry. Source: the OMol25 dataset; level of theory: the ωB97M-V functional and the def2-TZVPD basis.

Values from the calculation:
strongest force on any atom	0.022	hartree/bohr
spin multiplicity	1
HOMO	-8.233	eV
energy relative to the best compared isomer or geometry (same formula, charge and spin)	2.8040	eV
Kohn-Sham gap	0.324	Ha
SMILES	CCOc1cc(S(=O)(=O)n2cc(-c3ccc(F)cc3)c(N)n2)cc(OCC)c1OCC

```
55
C21H24FN3O5S | the OMol25 dataset | the ωB97M-V functional and the def2-TZVPD basis
S -0.80820 -0.97920 2.67258
F -9.03151 1.27737 -0.94857
O -1.17842 -0.02203 3.66771
O -0.63629 -2.34316 3.06079
O 3.61566 0.81932 -0.80232
O 2.11502 2.66093 0.80299
O 2.94608 -1.85198 -0.68616
N -1.87494 -1.46062 0.28752
N -2.06194 -0.91069 1.50930
N -3.17897 -1.74968 -1.64020
C 3.25282 4.73091 0.71983
C 4.81829 0.06781 -0.94164
C 0.86709 0.89887 1.61174
C -2.98058 -1.22346 -0.39501
C 1.92035 1.32315 0.79486
C -6.77333 0.98330 -1.55170
C 3.32049 3.25812 0.34490
C -5.50613 0.54555 -1.21553
C -7.56796 0.31340 0.62966
C 2.63152 0.37348 0.03695
C 3.52421 -3.94261 -1.63823
C 0.56001 -0.43459 1.68520
C -3.91937 -0.48579 0.39686
C -6.29691 -0.12109 0.95112
C -5.25164 -0.01977 0.03319
C 5.92612 1.03510 -1.33387
C 2.61346 -3.23062 -0.64980
C 1.23603 -1.38968 0.95608
C 2.26485 -0.99095 0.11359
C -7.78995 0.85520 -0.62361
C -3.27635 -0.32508 1.60254
H 4.56437 -3.80522 -1.35511
H -8.38317 0.23551 1.33156
H 3.37964 -3.53848 -2.63647
H 5.65064 1.56090 -2.24375
H 6.84599 0.48384 -1.50713
H -3.55861 0.17316 2.50642
H 3.29592 -5.00420 -1.64795
H 0.32204 1.62297 2.19279
H 3.15876 4.83886 1.79680
H -6.97827 1.42520 -2.51424
H -6.10562 -0.55442 1.92059
H 4.15395 5.23779 0.38679
H -3.86330 -1.29812 -2.22237
H -2.34464 -2.07050 -2.10195
H 5.06102 -0.43047 0.00320
H 1.56156 -3.36841 -0.92966
H 3.41626 3.14197 -0.73898
H 6.09448 1.76711 -0.54832
H -4.69928 0.67913 -1.92151
H 4.69242 -0.69387 -1.71764
H 2.38916 5.19277 0.25022
H 2.76504 -3.62682 0.36228
H 0.92180 -2.41274 1.05309
H 4.18033 2.78252 0.83061
```